{
  "formula": "C40H108N12O13",
  "method": "the ωB97M-V functional and the def2-TZVPD basis",
  "smiles": "COC[C@H](C)N.COC[C@H](C)N.COC[C@H](C)N.COC[C@H](C)N.COC[C@H](C)N.COCCNCCOC.COCCNCCOC.COCCNCCOC.NC(N)=O.NC(N)=O",
  "e_tot_ev": -87722.385,
  "symbols": ["H", "H", "C", "C", "H", "H", "H", "H", "H", "C", "H", "C", "N", "H", "H", "H", "H", "H", "H", "H", "N", "C", "H", "H", "C", "C", "N", "H", "H", "H", "H", "H", "H", "O", "H", "H", "H", "H", "O", "C", "C", "H", "N", "H", "C", "H", "O", "H", "H", "H", "H", "N", "H", "H", "H", "H", "C", "H", "H", "C", "H", "H", "H", "H", "N", "C", "H", "H", "H", "C", "H", "C", "H", "N", "H", "H", "O", "H", "H", "H", "C", "H", "H", "C", "H", "H", "H", "N", "H", "H", "C", "N", "H", "O", "H", "H", "C", "C", "H", "H", "H", "H", "N", "H", "C", "H", "H", "O", "H", "C", "H", "H", "O", "O", "H", "O", "H", "H", "H", "H", "H", "H", "H", "C", "C", "C", "C", "N", "H", "O", "H", "H", "C", "H", "H", "H", "C", "N", "C", "C", "O", "H", "H", "H", "C", "H", "H", "H", "H", "C", "C", "C", "C", "C", "H", "C", "H", "O", "H", "C", "H", "H", "H", "C", "H", "H", "H", "O", "H", "H", "H", "H", "C"],
  "positions_angstrom": [[-0.249088, -14.299775, 16.461977], [10.836849, -8.212704, 12.839340], [2.634656, -11.833903, 17.271229], [10.908183, -11.266045, 10.265338], [3.574930, -11.365142, 13.228766], [5.865992, -15.830275, 9.458765], [6.022173, -14.511042, 10.668309], [-2.682921, -14.264870, 15.182968], [10.679753, -15.387498, 14.719259], [12.258059, -11.832188, 9.910717], [10.617502, -14.023102, 16.858412], [-0.226935, -13.593006, 15.621751], [10.635984, -15.721545, 18.147590], [2.341915, -14.695531, 11.797934], [3.487034, -12.447534, 16.949606], [12.138370, -12.619390, 11.729871], [8.844347, -16.850538, 19.747870], [8.654204, -14.843611, 9.900462], [1.749870, -15.383437, 9.459783], [1.569517, -13.352735, 10.911347], [6.194980, -10.957792, 18.716127], [8.203220, -14.879485, 8.904265], [-0.696637, -9.543132, 13.945276], [6.519002, -15.242980, 14.018515], [-4.120595, -12.890671, 18.423609], [3.801768, -10.380421, 9.039000], [-0.103403, -14.679836, 9.419209], [7.677307, -11.798413, 14.934858], [0.029313, -8.777704, 12.516995], [-0.484894, -16.400009, 11.430965], [2.989299, -8.209687, 10.589835], [-3.123621, -13.289396, 18.599736], [5.613813, -14.546783, 12.697808], [7.427986, -12.751311, 18.093002], [3.199050, -18.197289, 11.644746], [12.056701, -15.121144, 16.719622], [11.747062, -10.236361, 16.663299], [2.852630, -12.212879, 9.289456], [10.672142, -17.144167, 15.765080], [2.354553, -17.892563, 11.020571], [10.408284, -17.930773, 14.637694], [1.974960, -18.809562, 10.559599], [1.471221, -6.728243, 16.300006], [0.942417, -9.238290, 15.698537], [5.923658, -14.746606, 9.611617], [8.916971, -14.506934, 8.172523], [12.038487, -10.651261, 13.591593], [8.392260, -15.498481, 20.617272], [-4.730012, -13.049888, 15.550128], [4.248156, -12.641781, 12.031239], [-4.583850, -12.342124, 19.238444], [7.287912, -9.204378, 15.973098], [6.486814, -9.824862, 16.078993], [10.352734, -10.878751, 9.404432], [2.711228, -12.714782, 12.832643], [11.039748, -17.359262, 22.272238], [4.707146, -14.063676, 8.969449], [11.028808, -10.518295, 11.053114], [8.604286, -10.963041, 10.978525], [7.349619, -8.891880, 14.537571], [5.648164, -13.969335, 19.475344], [-0.224474, -14.242673, 14.745347], [5.012014, -12.429314, 20.028661], [3.761787, -14.431247, 9.392174], [12.923607, -12.361844, 11.133949], [6.456005, -13.089877, 13.955758], [9.472414, -8.752876, 14.733196], [2.388680, -5.410026, 14.268549], [7.302478, -14.513301, 12.509952], [10.095265, -16.865348, 22.013339], [4.594597, -8.566767, 10.722215], [8.679821, -8.241272, 14.172284], [10.231674, -11.751261, 15.975353], [12.168268, -10.024741, 15.776432], [8.534938, -15.096985, 18.249948], [5.246764, -13.624835, 15.611267], [3.401785, -10.244457, 10.401182], [13.292556, -11.542473, 11.609321], [9.346505, -17.980366, 14.381821], [2.776793, -11.551105, 18.311941], [0.957329, -15.333230, 10.209900], [3.498171, -6.759518, 14.229036], [5.183208, -11.827570, 15.256788], [3.632546, -9.004014, 11.010345], [10.160111, -11.918759, 14.213839], [5.294025, -10.632116, 19.003045], [-0.969839, -14.580962, 9.938004], [5.466736, -12.988964, 19.333505], [2.197855, -6.677658, 13.004385], [-0.032071, -17.219600, 10.051289], [-3.835266, -12.621108, 16.010544], [-1.402380, -12.702292, 15.537427], [11.053195, -17.657427, 13.796447], [1.433608, -12.519587, 17.114046], [5.189464, -8.450714, 14.631685], [10.721175, -18.940357, 14.912399], [6.458577, -12.284976, 18.692575], [9.989312, -7.956990, 12.201359], [0.015457, -10.538829, 12.611027], [-4.784766, -13.753192, 18.281727], [-3.683474, -11.692922, 15.453617], [4.796688, -9.987750, 8.792089], [4.827591, -12.646657, 9.197873], [-2.439859, -13.959683, 16.938561], [11.624188, -10.747103, 14.749353], [2.817073, -10.950520, 16.640594], [-1.310876, -12.023053, 16.293204], [-4.097534, -12.031545, 17.288528], [11.288681, -13.363676, 8.608021], [12.245681, -12.876184, 8.792506], [10.173878, -8.210532, 11.160552], [6.819312, -10.371634, 18.182381], [6.973572, -14.202434, 8.815667], [8.785863, -8.446642, 12.787549], [0.626749, -7.043493, 16.774408], [3.989027, -13.118670, 14.196971], [8.720010, -7.216795, 14.568927], [1.341799, -5.720408, 16.257835], [6.231004, -7.011915, 14.477304], [8.055119, -15.938684, 8.650615], [8.168754, -12.589357, 11.375644], [12.918352, -9.381004, 15.640250], [6.952740, -8.330322, 16.379029], [6.099782, -8.060950, 14.173178], [9.276353, -15.898911, 20.101551], [9.490388, -15.094014, 18.788864], [1.388074, -7.215451, 14.916226], [7.710731, -12.752704, 14.585018], [9.206636, -11.623502, 12.523950], [10.443963, -16.130270, 20.856207], [1.063839, -11.871260, 15.321491], [9.358783, -17.648247, 21.811023], [10.976907, -15.050439, 16.876990], [3.040009, -9.762734, 8.547516], [9.280784, -15.573120, 15.611970], [3.386261, -8.940682, 12.066298], [1.117830, -12.881626, 15.744282], [10.584990, -11.569905, 15.056091], [1.429018, -14.364236, 11.292142], [10.362493, -15.778133, 15.699904], [1.320882, -17.246652, 11.711931], [4.545556, -14.313071, 7.910540], [10.347579, -16.664602, 17.907641], [6.342641, -12.269222, 13.226687], [0.415742, -16.608562, 10.847720], [1.966825, -13.452242, 15.368673], [9.802819, -16.347788, 22.933597], [12.566158, -12.493928, 7.817651], [13.020106, -13.615592, 8.999445], [8.967575, -11.859845, 11.491460], [2.462485, -6.474425, 14.041769], [3.759147, -12.419853, 12.980888], [6.537312, -14.440817, 13.278691], [3.719051, -11.844767, 8.723596], [2.885398, -17.277883, 10.283346], [-2.572268, -13.502772, 15.956242], [0.146858, -13.750435, 9.113447], [1.360101, -9.533608, 13.826377], [0.405174, -7.012879, 14.478134], [1.596293, -8.742113, 14.956682], [9.864405, -6.865535, 12.174474], [7.777507, -13.364018, 15.402134], [3.378142, -11.987546, 7.685860], [0.104126, -9.631811, 13.202068], [0.731539, -14.303146, 12.135253], [9.615013, -14.055636, 19.103711], [2.567795, -9.000654, 15.385146], [10.097565, -12.338278, 10.770685], [7.215810, -9.760177, 13.887944], [5.706007, -12.292859, 8.841269], [12.861605, -10.995063, 9.548113], [5.845676, -7.855112, 13.128768], [5.223954, -12.841800, 14.844760]],
  "forces_ev_per_angstrom": [[-0.311, 0.097, 0.242], [0.189, -0.136, -0.221], [1.228, -0.315, -0.751], [-0.811, -0.711, 0.148], [0.948, 0.252, -0.471], [0.070, -0.069, 0.135], [0.033, 0.127, 0.008], [-0.206, -0.245, 0.251], [0.591, 0.199, 0.240], [0.708, -0.053, -0.167], [0.256, 0.088, 0.143], [0.785, 0.041, 0.222], [-0.500, 1.291, -0.826], [0.183, 0.026, -0.343], [-0.011, -0.370, 0.386], [0.280, -0.357, 0.176], [0.434, -0.449, 0.159], [-0.021, 0.225, 0.042], [0.235, -1.006, 0.309], [0.148, -0.060, -0.117], [0.543, 0.734, -0.152], [0.025, -0.902, 0.082], [-0.134, -0.282, -0.087], [0.443, -0.136, -0.114], [-0.596, -0.332, -0.954], [-0.723, 0.640, 0.732], [-0.839, -0.751, -0.128], [0.063, -0.069, 0.148], [-0.400, -0.102, -0.108], [0.266, 0.539, 0.351], [-0.508, -0.252, -0.246], [0.016, 0.214, 0.682], [-0.130, -0.213, 0.267], [-0.819, 0.008, 0.634], [-0.560, 0.081, 0.736], [0.036, 0.432, 0.206], [0.539, 0.622, 0.367], [-0.099, 0.125, -0.004], [0.037, -0.095, 0.785], [0.870, -0.631, -0.427], [0.433, -0.534, 0.192], [0.032, 0.095, -0.292], [-0.558, 0.048, -0.201], [-0.328, 0.890, 0.466], [-0.503, 0.284, -1.979], [-0.186, 0.434, 0.058], [-0.338, 0.113, 0.455], [0.526, 0.524, 0.674], [-0.051, -0.555, 0.473], [0.834, 0.014, 0.454], [0.566, 0.235, 0.184], [-0.272, -0.012, -0.176], [0.086, -0.079, 0.120], [0.269, 0.420, -0.114], [0.148, 0.027, -0.514], [-0.244, -0.180, 0.166], [-0.694, -0.286, 0.646], [-0.021, 0.179, -0.089], [-0.108, 0.230, 0.279], [-1.154, 0.403, -0.724], [-0.154, 0.119, 0.293], [0.095, 0.171, -0.236], [-0.354, -0.598, 0.446], [0.174, 0.194, 0.551], [-0.583, 0.564, -0.364], [-0.180, 2.099, -1.096], [0.099, -0.255, -0.240], [-0.067, 0.089, -0.321], [0.555, -0.011, 0.554], [1.537, -1.049, 0.276], [0.544, -0.511, 0.654], [-0.340, -0.971, 0.511], [-0.219, 0.026, -0.034], [-1.185, -1.015, 0.203], [0.058, -0.177, -0.201], [0.062, 0.495, 0.563], [0.736, -0.415, 1.179], [0.111, -0.162, 0.173], [-0.005, 0.301, -0.189], [-0.244, -0.091, 0.071], [-0.564, 2.250, 0.240], [-0.157, -0.305, 0.157], [0.396, 0.057, 0.103], [-0.351, 1.618, -1.479], [-0.448, -0.534, 0.450], [-0.063, 0.301, -0.095], [0.084, -0.039, 0.128], [0.685, -0.186, -0.414], [0.275, 0.251, -0.135], [0.693, -0.581, -0.076], [0.334, 1.069, 0.090], [0.261, -0.631, 1.377], [-0.343, 0.319, -0.190], [-1.029, -0.477, 0.505], [0.116, -0.130, 0.125], [-0.125, -0.008, 0.024], [0.369, -0.405, -0.974], [-0.355, 1.505, 0.953], [0.255, -0.213, 0.308], [0.010, -0.071, -0.294], [0.348, -0.353, -0.512], [0.050, 0.170, 0.427], [0.031, 0.976, -0.093], [0.185, -0.343, -0.164], [0.888, 0.525, -0.787], [-0.887, 0.273, -0.028], [0.281, 0.225, -0.224], [-0.144, -0.436, 0.472], [-0.036, -0.084, 0.379], [0.398, -0.292, -0.593], [-0.493, -0.827, 0.131], [-0.149, 0.066, 0.107], [0.591, 0.063, 0.287], [0.360, -0.025, -0.838], [0.212, -0.153, 0.199], [1.278, -0.302, -0.502], [-0.115, 0.384, -0.720], [0.260, 0.019, 0.115], [-0.018, -0.148, 0.711], [-0.017, -0.050, 0.086], [0.062, -0.231, 0.420], [0.139, -0.028, -0.018], [0.202, -0.115, 0.376], [0.090, 1.537, -0.353], [-1.218, -0.293, -1.789], [0.214, -0.677, 2.222], [1.179, -0.231, -0.592], [0.281, -0.548, 1.063], [-0.123, -0.034, 0.107], [-1.568, 0.691, 0.395], [0.058, -0.385, -1.133], [-0.064, 0.069, -0.157], [0.225, -1.236, -0.265], [0.293, -0.339, -0.929], [-0.208, -0.502, 0.557], [0.414, -0.825, 0.165], [0.167, 1.491, 0.649], [0.511, 0.324, -0.553], [0.424, -0.355, 0.921], [-0.755, 0.611, -1.592], [0.209, 0.101, -0.024], [0.754, -0.155, -0.152], [0.290, -0.146, 0.125], [0.048, -0.553, -0.614], [-0.566, 0.059, -0.850], [-0.185, -0.056, -0.371], [-0.270, 0.719, -0.487], [-0.222, 0.467, 0.108], [-0.283, -0.200, 0.267], [0.177, 0.214, -1.323], [-1.125, -0.561, 0.571], [-3.062, 0.368, 0.923], [-1.622, 0.333, -0.282], [-1.403, -0.782, 0.259], [-0.593, 0.204, -0.269], [-0.714, 0.873, -0.974], [0.285, -0.023, 0.042], [1.803, -0.589, -1.215], [-0.029, 0.024, -0.125], [-1.402, -0.836, 1.208], [0.468, 0.109, 0.119], [0.384, 0.337, 0.131], [0.680, -0.066, -0.302], [-0.075, 1.639, 0.392], [-0.369, 0.020, -0.267], [0.686, 0.091, -0.497], [0.373, 0.257, -0.648], [0.072, -0.013, 0.388], [0.602, -0.546, 0.495], [0.096, -0.230, -0.088], [0.034, 0.042, 0.079], [0.450, -0.873, -0.290], [-0.221, -1.894, -0.283]],
  "lowdin_charge": [0.118, 0.081, -0.140, -0.203, 0.090, 0.122, 0.086, 0.119, 0.123, -0.413, 0.098, -0.203, -0.036, 0.075, 0.065, 0.051, 0.113, 0.084, 0.116, 0.061, 0.159, -0.105, 0.090, 0.089, -0.110, -0.204, 0.026, 0.050, 0.084, 0.128, 0.082, 0.071, 0.060, 0.007, 0.088, 0.117, 0.093, 0.104, -0.196, -0.117, -0.109, 0.092, 0.026, 0.119, -0.182, 0.083, 0.000, 0.115, 0.115, 0.083, 0.087, 0.042, 0.042, 0.130, 0.065, 0.088, -0.206, 0.101, 0.089, -0.418, 0.106, 0.110, 0.092, 0.095, 0.046, -0.456, 0.108, 0.070, 0.065, -0.128, 0.085, -0.214, 0.090, 0.161, 0.100, 0.129, -0.200, 0.050, 0.088, 0.079, -0.424, 0.055, 0.114, -0.125, 0.065, 0.091, 0.068, 0.158, 0.069, 0.127, -0.196, -0.046, 0.091, -0.190, 0.059, 0.087, -0.665, -0.086, 0.087, 0.089, 0.117, 0.127, -0.047, 0.093, -0.667, 0.074, 0.111, -0.205, 0.056, -0.061, 0.080, 0.080, -0.206, -0.188, 0.073, -0.214, 0.131, 0.067, 0.081, 0.086, 0.071, 0.102, 0.077, -0.066, -0.260, -0.226, -0.413, 0.061, 0.057, -0.155, 0.112, 0.083, -0.180, 0.126, 0.112, 0.064, -0.165, 0.178, -0.076, -0.248, -0.163, 0.124, 0.101, 0.127, -0.220, 0.112, 0.083, 0.067, 0.070, -0.081, -0.033, -0.093, -0.037, -0.221, 0.080, -0.210, 0.062, -0.230, 0.129, -0.223, 0.086, 0.068, 0.122, -0.091, 0.080, 0.108, 0.108, -0.208, 0.125, 0.112, 0.133, 0.071, -0.190]
}